ORCA calculation (ωB97M-V/def2-TZVPD) on a molecular structure, C60H138N6O24S8 in a non-equilibrium geometry.

Results
Lowest unoccupied orbital energy = -0.08 eV
Spin multiplicity = 1
Energy = -7688.40339 a.u.

Structure (XYZ):
```
236
Properties=species:S:1:pos:R:3:forces:R:3
C 4.259 1.191 -1.190 1.25 -0.42 0.33
C 5.780 0.770 -1.122 -1.53 -0.84 -0.58
N 6.676 1.862 -1.008 -0.13 1.38 -0.10
C 8.034 1.557 -1.388 0.66 -0.47 1.27
C 8.301 1.442 -2.876 0.76 -0.32 0.65
C 6.545 2.481 0.289 0.75 1.68 -0.26
C 6.996 4.005 0.356 -0.20 -1.04 0.29
H 3.950 1.572 -0.211 -0.23 -0.19 -0.24
H 3.695 0.293 -1.435 -0.25 -0.02 0.13
H 4.042 1.955 -1.938 0.27 0.00 -0.07
H 5.887 0.012 -0.306 0.02 0.37 -0.06
H 6.031 0.210 -2.026 -0.13 0.10 -0.09
H 8.751 2.283 -0.947 -0.73 -0.05 -0.25
H 8.314 0.599 -0.852 0.05 0.41 -0.65
H 7.815 0.550 -3.259 -0.04 0.15 -0.41
H 8.069 2.343 -3.448 -0.24 -0.15 0.14
H 9.388 1.282 -2.918 -0.22 -0.07 -0.45
H 7.081 1.892 1.044 0.05 0.01 0.24
H 5.485 2.503 0.554 0.27 -0.10 0.08
H 6.293 4.617 -0.230 0.35 -0.19 0.10
H 8.049 4.274 0.100 -0.81 -0.58 -0.03
H 6.863 4.236 1.415 0.04 0.41 -0.03
C 4.087 1.578 -5.951 -0.72 1.45 -1.68
C 2.962 2.620 -6.511 2.70 -1.62 -0.20
N 1.727 2.432 -5.848 -0.67 0.65 0.28
C 1.786 3.051 -4.547 -0.79 -0.72 1.10
C 0.832 2.352 -3.549 1.26 -0.88 -0.17
C 0.630 2.969 -6.600 -0.71 0.99 -1.64
C 0.245 2.132 -7.860 -0.36 0.46 1.11
H 5.029 1.856 -6.453 -0.22 -0.28 0.17
H 3.775 0.595 -6.304 0.11 -0.09 0.22
H 4.294 1.559 -4.883 -0.39 0.18 0.07
H 3.371 3.643 -6.524 -0.23 0.15 0.51
H 2.856 2.396 -7.575 -0.02 -0.24 0.10
H 2.806 2.933 -4.216 0.27 -0.17 0.48
H 1.614 4.132 -4.502 -0.17 0.23 -0.55
H 1.213 2.621 -2.558 -0.45 -0.18 0.17
H -0.224 2.572 -3.625 -0.10 0.47 -0.17
H 0.930 1.246 -3.700 0.06 0.81 0.27
H 0.848 4.023 -6.948 0.16 -0.61 0.12
H -0.236 3.156 -5.951 0.06 -0.62 -0.05
H -0.566 2.642 -8.376 -0.18 0.00 0.02
H -0.108 1.141 -7.546 0.25 0.13 -0.24
H 1.046 2.060 -8.591 0.20 -0.19 0.15
C -0.211 1.726 2.550 -0.13 1.33 -0.10
C -0.157 0.250 2.732 -0.77 0.12 -0.29
N -0.343 -0.432 1.438 0.20 -0.07 0.78
C 0.647 -0.009 0.444 0.86 0.10 1.56
C 0.548 -0.700 -0.870 0.21 0.12 -0.62
C -0.307 -1.870 1.633 -0.81 -0.68 0.27
C -1.378 -2.450 2.610 0.79 0.74 -0.41
H -1.074 1.993 1.935 -0.08 -0.01 -0.06
H 0.659 2.224 2.111 0.10 -0.33 0.03
H -0.365 2.185 3.512 -0.06 0.25 0.36
H 0.739 0.023 3.352 -0.07 -0.54 -0.61
H -1.049 0.023 3.333 0.35 -0.28 0.03
H 0.625 1.084 0.341 -0.26 -0.32 -0.10
H 1.656 -0.231 0.877 -0.16 0.18 -0.27
H -0.452 -0.622 -1.292 -0.10 -0.22 -0.07
H 1.235 -0.183 -1.550 -0.11 -0.29 -0.06
H 0.851 -1.747 -0.781 -0.10 0.12 -0.27
H 0.694 -2.211 1.965 -0.01 0.00 -0.20
H -0.547 -2.329 0.675 0.33 -0.11 -0.08
H -2.335 -1.967 2.410 -0.01 0.15 0.25
H -1.092 -2.359 3.669 -0.28 0.10 -0.42
H -1.497 -3.499 2.370 0.07 -0.37 0.11
C 2.284 -1.553 -3.887 -1.12 -0.36 0.03
C 3.093 -2.578 -4.744 -2.13 0.39 0.30
N 4.157 -3.148 -4.002 1.60 -0.42 0.41
C 5.086 -2.123 -3.521 -0.60 -0.10 1.21
C 5.881 -1.476 -4.603 1.21 0.03 0.21
C 4.886 -4.241 -4.693 0.07 1.23 0.59
C 4.011 -5.432 -4.965 0.47 -0.10 0.52
H 1.843 -2.032 -2.988 0.37 -0.08 -0.51
H 1.405 -1.191 -4.468 0.64 -0.08 0.23
H 2.812 -0.676 -3.470 -0.05 -0.31 -0.73
H 2.430 -3.433 -4.958 -0.17 0.60 -0.05
H 3.274 -2.126 -5.737 0.61 -0.01 0.14
H 4.462 -1.350 -3.038 0.42 -0.35 -0.19
H 5.729 -2.469 -2.689 -0.25 -0.38 -0.50
H 6.285 -0.567 -4.182 0.16 0.53 -0.19
H 6.755 -2.058 -4.947 -0.57 0.08 -0.02
H 5.211 -1.237 -5.403 -0.04 0.29 -0.75
H 5.695 -4.467 -3.991 -0.01 -0.39 -0.22
H 5.364 -3.873 -5.603 0.01 0.05 -0.31
H 3.715 -5.777 -3.975 -0.39 -0.37 -0.14
H 4.613 -6.211 -5.453 -0.47 0.16 -0.03
H 3.134 -5.138 -5.542 0.14 -0.43 -0.13
C -2.190 -0.382 6.820 -0.69 -0.04 -0.12
C -3.506 -1.153 7.096 -0.24 -0.05 0.25
N -3.925 -2.177 6.111 0.79 0.07 0.63
C -4.289 -1.679 4.808 -0.14 1.09 0.28
C -5.585 -0.840 4.830 0.26 0.17 -0.32
C -2.942 -3.276 6.015 -0.81 0.38 -0.15
C -3.633 -4.594 5.601 0.24 0.28 0.78
H -2.137 0.452 7.541 0.13 -0.20 -0.49
H -2.203 -0.002 5.790 0.08 0.29 0.33
H -1.289 -0.991 6.931 -0.21 -0.13 0.15
H -3.446 -1.628 8.085 0.18 -0.24 -0.30
H -4.353 -0.462 7.252 0.39 0.01 -0.45
H -3.558 -0.954 4.388 0.28 -0.60 -0.05
H -4.302 -2.588 4.195 -0.47 0.56 -0.39
H -5.440 0.147 5.318 0.17 -0.63 -0.11
H -5.853 -0.591 3.789 -0.21 -0.24 0.28
H -6.401 -1.336 5.350 -0.11 -0.13 -0.16
H -2.530 -3.330 7.016 0.14 -0.57 0.13
H -2.098 -3.038 5.359 -0.08 0.03 -0.11
H -4.035 -4.635 4.579 0.36 0.16 0.18
H -4.482 -4.705 6.285 0.11 -0.22 -0.15
H -2.931 -5.421 5.770 -0.23 0.04 -0.23
C -0.042 5.943 0.679 -0.72 0.39 -0.43
C 1.049 6.776 -0.025 -0.98 -1.41 0.00
N 2.370 6.561 0.502 0.28 0.29 0.27
C 2.870 5.175 0.318 -0.35 2.05 -3.19
C 3.241 4.442 1.512 0.52 -0.93 1.26
C 3.256 7.595 0.009 0.50 -0.03 -0.20
C 4.554 7.683 0.810 0.05 1.24 -0.75
H -0.990 6.425 0.395 0.02 -0.24 0.11
H -0.037 5.889 1.777 0.47 0.11 -0.35
H -0.097 4.941 0.246 0.12 -0.10 0.30
H 0.984 6.460 -1.091 0.12 0.29 0.06
H 0.740 7.818 -0.001 0.43 0.20 0.23
H 2.130 4.677 -0.314 -0.29 -0.44 0.38
H 3.705 5.235 -0.413 0.08 -0.03 0.45
H 3.506 3.422 1.201 -0.13 0.06 0.35
H 4.132 4.883 1.981 -0.33 -0.09 0.11
H 2.403 4.428 2.212 0.22 -0.15 0.17
H 2.734 8.548 0.128 0.04 -0.03 0.03
H 3.477 7.539 -1.098 -0.15 -0.36 0.67
H 4.326 8.151 1.773 0.18 -0.56 0.13
H 5.174 8.432 0.275 0.03 -0.53 0.32
H 5.114 6.747 0.892 -0.18 0.16 0.10
C -4.643 4.874 2.253 -0.10 0.63 -0.32
C -5.219 3.514 1.896 -0.08 -0.85 -0.66
C -5.118 2.594 3.124 -0.35 0.63 0.41
S -3.865 3.344 4.165 -0.78 1.00 0.57
O -2.806 2.474 4.570 0.43 -0.55 -0.01
O -4.616 4.075 5.167 0.26 -0.22 0.14
C -3.363 4.541 2.973 0.84 -0.24 -0.56
H -5.281 5.437 2.937 -0.19 -0.09 -0.04
H -4.505 5.501 1.352 0.13 -0.39 0.42
H -4.590 3.073 1.095 -0.50 0.33 0.19
H -6.263 3.585 1.557 0.40 -0.12 -0.05
H -4.961 1.532 2.988 0.13 -0.05 -0.26
H -5.978 2.782 3.757 -0.32 -0.43 0.03
H -2.678 3.995 2.322 0.18 0.14 -0.17
H -2.829 5.353 3.439 0.07 0.21 0.30
C -4.422 0.725 -5.431 0.64 -0.04 -0.15
C -5.203 -0.526 -5.705 0.27 -1.13 0.14
C -4.590 -1.581 -4.742 -0.79 -0.24 0.19
S -2.831 -1.304 -4.887 0.43 0.27 0.72
O -2.237 -2.263 -5.769 0.08 -0.12 -0.44
O -2.189 -1.083 -3.599 -0.42 -0.23 0.22
C -2.963 0.289 -5.651 0.08 0.58 -0.11
H -4.555 1.035 -4.393 -0.02 0.11 -0.12
H -4.719 1.551 -6.060 0.09 0.27 -0.18
H -4.971 -0.892 -6.701 -0.07 0.10 -0.38
H -6.278 -0.394 -5.676 -0.18 -0.20 0.45
H -4.788 -2.635 -4.975 0.08 0.33 0.04
H -4.854 -1.393 -3.694 -0.01 -0.02 -0.18
H -2.692 0.085 -6.690 -0.21 0.44 -0.07
H -2.238 0.949 -5.173 0.08 -0.09 -0.17
C -0.081 -5.067 -1.751 0.40 -0.04 -0.48
C 0.501 -4.994 -3.196 1.29 -0.06 0.85
C -0.508 -4.295 -4.038 -0.53 0.70 -0.72
S -1.988 -5.174 -3.639 0.98 -0.26 -1.16
O -1.780 -6.492 -4.213 -0.75 0.29 0.13
O -3.198 -4.430 -3.846 -0.40 0.00 -0.08
C -1.596 -5.286 -1.952 -0.29 -0.28 2.00
H 0.125 -4.155 -1.178 -0.26 0.09 -0.33
H 0.419 -5.850 -1.167 -0.31 -0.06 -0.26
H 0.684 -6.007 -3.544 -0.18 -0.10 -0.19
H 1.475 -4.491 -3.274 -0.24 0.01 0.40
H -0.335 -4.353 -5.108 -0.05 -0.01 -0.11
H -0.666 -3.251 -3.757 0.12 0.04 0.03
H -1.936 -6.294 -1.711 0.08 0.02 0.27
H -2.218 -4.586 -1.381 0.16 -0.17 -0.23
C -4.989 -3.075 1.205 -0.02 -0.94 1.38
C -6.016 -4.135 1.775 0.12 0.69 0.47
C -6.721 -4.802 0.621 -1.10 -0.18 -0.48
S -5.649 -4.604 -0.764 1.17 -0.39 0.59
O -6.271 -4.653 -2.050 -0.21 -0.13 -0.06
O -4.489 -5.418 -0.433 -0.29 -0.34 -0.51
C -5.147 -3.012 -0.279 -0.03 1.16 -0.69
H -4.017 -3.402 1.566 0.25 0.06 -0.55
H -5.144 -2.109 1.653 -0.21 0.44 0.18
H -6.762 -3.645 2.397 -0.05 0.15 -0.01
H -5.528 -4.832 2.451 0.21 -0.16 -0.26
H -7.673 -4.286 0.412 0.30 -0.41 -0.13
H -6.867 -5.875 0.681 -0.22 -0.09 0.31
H -5.934 -2.310 -0.548 -0.15 0.07 -0.13
H -4.268 -2.759 -0.856 0.35 0.06 -0.05
C 1.097 -2.801 5.356 1.10 1.66 -0.46
C 2.412 -3.041 6.068 1.65 0.51 -0.93
O 2.024 -3.607 7.284 1.03 -0.86 1.18
S 0.555 -4.162 7.266 1.09 1.14 0.17
O -0.169 -3.270 8.051 -1.81 1.81 1.09
O 0.458 -5.508 7.568 0.14 -2.76 -0.05
O 0.372 -3.916 5.745 -1.87 -1.22 -0.73
H 1.206 -2.853 4.281 -0.09 0.21 -0.19
H 0.649 -1.852 5.691 -0.20 -0.35 -0.22
H 3.059 -2.178 6.313 -0.71 -0.12 -0.32
H 3.037 -3.728 5.468 -0.30 -0.07 0.42
C -2.206 1.689 -1.688 -0.10 -0.76 0.46
C -3.685 1.342 -1.595 0.25 -0.07 0.34
O -4.316 2.613 -1.505 -1.47 0.32 0.43
S -3.597 3.660 -2.411 1.97 -1.68 0.80
O -3.574 4.921 -1.841 -0.27 2.09 1.51
O -3.973 3.520 -3.736 -1.24 -0.44 -3.02
O -2.177 2.976 -2.246 0.63 1.13 -0.84
H -1.696 0.955 -2.315 0.16 0.27 0.10
H -1.759 1.811 -0.713 0.28 -0.51 0.38
H -3.983 0.854 -0.686 0.17 -0.51 0.36
H -4.005 0.762 -2.448 -0.29 0.05 -0.32
C -1.383 -7.733 2.430 -1.62 0.24 -1.08
C -1.386 -6.770 1.261 0.22 0.78 -0.24
O -0.330 -5.889 1.763 -0.08 1.37 -0.83
S 0.874 -6.771 2.243 -0.49 -0.42 -0.78
O 1.413 -6.310 3.433 0.56 1.58 2.44
O 1.774 -7.101 1.225 0.78 -0.22 -1.81
O -0.027 -7.999 2.500 0.88 -2.50 1.12
H -1.897 -8.652 2.187 -0.15 -0.24 0.27
H -1.754 -7.250 3.340 -0.03 -0.19 -0.07
H -2.256 -6.156 1.031 -0.07 -0.04 0.47
H -1.044 -7.199 0.306 -0.07 -0.23 0.47
C -0.617 6.075 7.175 0.76 1.26 2.87
C 0.824 5.642 7.577 -0.38 0.61 2.09
O 1.280 5.114 6.406 0.97 -1.09 -2.54
S 0.124 4.303 5.675 1.00 -1.65 -0.99
O 0.089 2.949 6.100 0.20 0.00 0.10
O 0.218 4.576 4.284 -0.20 0.42 0.15
O -1.050 5.025 6.387 -1.21 0.04 -1.19
H -0.537 7.069 6.730 -0.43 -0.29 -0.64
H -1.346 6.088 7.999 0.53 0.33 -0.06
H 0.877 4.873 8.346 -0.54 -0.15 0.26
H 1.580 6.373 7.878 -0.72 0.51 -0.11
```
Positions in Å, forces in eV/Å.